Formula: C2H4NO2S
Source: OMol25
Level of theory: the ωB97M-V functional and the def2-TZVPD basis

Kohn-Sham gap: 8.000 eV
LUMO: 4.10 eV
2S+1: 1
E_tot: -681.93767 a.u.
net charge: -1
energy relative to the best compared isomer or geometry (same formula, charge and spin): 94.4 kcal per mole
strongest force on any atom: 4.20 eV Å⁻¹
SMILES: [H]/N=C/C=[S@@H](=O)[O-]

CARTESIAN COORDINATES (ANGSTROEM)
H 2.74 -0.53 0.35
N 1.96 0.13 0.46
C 1.14 -0.02 -0.49
C -0.44 0.98 -0.63
S -1.46 -0.15 0.15
O -2.65 0.42 0.74
O -1.78 -1.29 -0.66
H 1.36 -0.60 -1.42
H -0.18 1.82 0.08
H -0.69 -0.76 1.40

Formula: C2H4NO2S
Source: OMol25
Level of theory: the ωB97M-V functional and the def2-TZVPD basis

Kohn-Sham gap (alpha / beta): 6.827 / 6.825 eV
LUMO (alpha / beta): 3.93 / 3.93 eV
2S+1: 1
E_tot: -682.01725 a.u.
net charge: -1
energy relative to the best compared isomer or geometry (same formula, charge and spin): 44.5 kcal per mole
strongest force on any atom: 2.55 eV Å⁻¹

CARTESIAN COORDINATES (ANGSTROEM)
C 1.11 -0.17 -0.06
C 0.25 0.44 0.81
N 1.87 0.31 -1.02
O -2.21 -0.93 -1.34
O -2.84 0.43 0.58
S -1.94 0.29 -0.58
H 1.25 -1.19 0.35
H 0.10 -0.20 1.69
H 0.06 1.52 0.90
H 2.36 -0.52 -1.33

Formula: C2H4NO2S2
Source: OMol25
Level of theory: the ωB97M-V functional and the def2-TZVPD basis

Kohn-Sham gap: 7.837 eV
LUMO: 3.43 eV
2S+1: 1
E_tot: -1080.24616 a.u.
net charge: -1
energy relative to the best compared isomer or geometry (same formula, charge and spin): 10.2 kcal per mole
strongest force on any atom: 6.90 eV Å⁻¹

CARTESIAN COORDINATES (ANGSTROEM)
C -0.54 1.30 1.02
C 1.21 -0.02 -0.25
N 0.17 0.97 -0.21
O -1.03 1.03 -2.57
O 1.11 2.09 -2.30
S 0.01 0.63 2.44
S -0.22 1.92 -1.71
H -1.44 1.80 0.98
H 1.68 0.32 -1.24
H 2.03 -0.07 0.63
H 0.82 -0.99 -0.40